The following is a quantum chemistry calculation of 10 unconnected molecules or ions with the total composition C54H129F6N6O12P in a non-equilibrium geometry, from the Open Molecules 2025 dataset.

```
208
Properties=species:S:1:pos:R:3:lowdin_charge:R:1
C 8.854 4.608 0.116 -0.04
C 9.777 4.136 1.278 -0.10
N 9.130 3.011 2.186 -0.22
C 10.082 2.636 3.271 0.00
C 7.791 3.487 2.786 -0.14
C 7.932 4.712 3.721 -0.06
C 8.687 1.637 1.421 -0.08
C 9.621 0.976 0.531 -0.17
O 10.729 0.470 1.368 -0.22
C 11.325 -0.716 0.888 -0.08
H 8.758 3.789 -0.597 0.07
H 9.224 5.461 -0.454 0.09
H 7.824 4.853 0.372 0.07
H 10.102 4.880 2.005 0.12
H 10.721 3.756 0.888 0.12
H 9.524 1.822 3.735 0.12
H 10.145 3.410 4.036 0.09
H 11.084 2.475 2.873 0.11
H 7.361 2.636 3.314 0.13
H 7.137 3.726 1.948 0.11
H 8.701 4.759 4.492 0.07
H 7.152 4.839 4.472 0.09
H 8.079 5.666 3.214 0.08
H 7.781 1.893 0.872 0.13
H 8.175 0.967 2.111 0.14
H 10.044 1.708 -0.156 0.12
H 9.066 0.210 -0.011 0.15
H 11.761 -0.570 -0.100 0.09
H 10.455 -1.355 1.038 0.10
H 12.165 -1.069 1.485 0.10
C -0.222 8.857 0.902 -0.04
C -1.372 9.839 0.640 -0.13
N -2.538 9.328 -0.266 -0.21
C -2.011 9.099 -1.716 0.01
C -3.302 8.004 0.184 -0.10
C -3.438 8.010 1.721 -0.05
C -3.658 10.356 -0.587 -0.11
C -3.325 11.762 -1.018 -0.16
O -2.762 11.757 -2.375 -0.22
C -2.196 12.997 -2.820 -0.08
H -0.416 8.021 1.574 0.08
H 0.672 9.357 1.275 0.09
H -0.047 8.313 -0.027 0.07
H -1.038 10.728 0.105 0.12
H -1.872 10.270 1.507 0.13
H -1.226 8.343 -1.671 0.09
H -1.543 9.978 -2.159 0.10
H -2.880 8.835 -2.317 0.11
H -2.695 7.160 -0.143 0.13
H -4.260 7.954 -0.333 0.13
H -2.503 7.926 2.276 0.07
H -4.044 7.197 2.118 0.10
H -3.800 9.004 1.984 0.07
H -4.139 10.383 0.391 0.13
H -4.444 9.954 -1.227 0.14
H -2.661 12.308 -0.349 0.13
H -4.318 12.199 -0.915 0.14
H -2.861 13.859 -2.762 0.10
H -2.043 12.922 -3.896 0.09
H -1.211 13.140 -2.374 0.09
C 9.099 -9.578 -4.243 -0.05
C 7.726 -9.309 -4.942 -0.13
N 6.492 -9.198 -3.991 -0.24
C 6.451 -10.319 -2.965 0.00
C 6.568 -7.863 -3.223 -0.16
C 5.352 -7.618 -2.378 -0.06
C 5.123 -9.374 -4.764 -0.02
C 4.778 -8.206 -5.783 -0.17
O 5.745 -8.072 -6.802 -0.21
C 5.452 -7.032 -7.727 -0.08
H 9.165 -10.617 -3.920 0.08
H 9.196 -8.791 -3.496 0.07
H 9.817 -9.412 -5.046 0.09
H 7.389 -10.128 -5.576 0.13
H 7.862 -8.385 -5.504 0.12
H 7.379 -10.302 -2.394 0.11
H 6.318 -11.311 -3.396 0.12
H 5.578 -10.211 -2.322 0.10
H 6.786 -6.985 -3.831 0.14
H 7.449 -8.108 -2.630 0.11
H 4.438 -7.434 -2.943 0.09
H 5.586 -6.844 -1.647 0.10
H 5.211 -8.386 -1.618 0.08
H 4.384 -9.599 -3.995 0.13
H 5.284 -10.323 -5.275 0.13
H 4.761 -7.233 -5.292 0.12
H 3.796 -8.427 -6.203 0.14
H 6.019 -7.121 -8.654 0.10
H 5.578 -6.059 -7.251 0.09
H 4.437 -7.135 -8.111 0.09
C 2.543 -1.491 11.723 -0.05
C 1.500 -2.031 10.740 -0.13
N 1.893 -2.021 9.202 -0.21
C 0.592 -2.451 8.463 0.03
C 2.217 -0.599 8.683 -0.16
C 1.168 0.469 9.050 -0.05
C 3.193 -2.930 8.886 -0.04
C 2.940 -4.415 9.106 -0.20
O 2.818 -4.583 10.534 -0.22
C 2.029 -5.785 10.835 -0.04
H 3.492 -2.027 11.752 0.08
H 2.086 -1.680 12.695 0.09
H 2.745 -0.422 11.789 0.08
H 0.596 -1.422 10.761 0.12
H 1.170 -3.056 10.908 0.11
H 0.203 -3.405 8.818 0.10
H 0.837 -2.455 7.401 0.12
H -0.213 -1.731 8.611 0.09
H 2.533 -0.658 7.641 0.13
H 3.159 -0.398 9.191 0.11
H 1.540 1.409 8.645 0.09
H 1.063 0.768 10.093 0.08
H 0.165 0.202 8.717 0.08
H 4.006 -2.597 9.531 0.12
H 3.470 -2.708 7.856 0.13
H 3.752 -5.032 8.721 0.14
H 2.080 -4.615 8.468 0.12
H 2.401 -6.666 10.313 0.10
H 1.019 -5.527 10.517 0.09
H 2.154 -5.943 11.906 0.10
C 3.269 1.521 -5.956 -0.06
C 2.854 2.911 -6.457 -0.14
N 1.478 2.975 -7.262 -0.24
C 1.322 4.384 -7.615 -0.01
C 1.520 1.998 -8.495 -0.11
C 2.747 2.218 -9.398 -0.05
C 0.315 2.525 -6.317 -0.06
C -0.979 2.615 -6.994 -0.22
O -1.520 3.922 -6.960 -0.19
C -2.884 4.073 -7.309 -0.09
H 3.645 0.909 -6.776 0.07
H 2.497 0.968 -5.420 0.09
H 4.097 1.745 -5.284 0.09
H 3.639 3.301 -7.105 0.12
H 2.785 3.493 -5.538 0.13
H 2.285 4.648 -8.053 0.10
H 1.112 5.091 -6.813 0.12
H 0.485 4.345 -8.313 0.11
H 0.600 2.158 -9.059 0.12
H 1.428 0.983 -8.110 0.14
H 3.634 1.671 -9.078 0.08
H 2.963 3.269 -9.593 0.08
H 2.599 1.889 -10.427 0.09
H 0.415 3.083 -5.386 0.15
H 0.516 1.482 -6.073 0.13
H -1.616 1.918 -6.450 0.15
H -1.108 2.152 -7.973 0.14
H -3.687 3.561 -6.779 0.10
H -2.944 3.913 -8.386 0.09
H -3.200 5.115 -7.371 0.09
C -15.094 1.048 -0.582 -0.04
C -13.913 0.185 0.028 -0.07
N -13.212 -0.641 -1.150 -0.23
C -12.648 0.363 -2.131 -0.01
C -11.979 -1.422 -0.585 -0.11
C -10.771 -0.549 -0.021 -0.04
C -14.117 -1.582 -1.998 -0.09
C -14.952 -2.644 -1.304 -0.20
O -14.129 -3.221 -0.329 -0.21
C -14.738 -4.011 0.669 -0.07
H -15.695 0.426 -1.247 0.06
H -14.714 1.884 -1.169 0.07
H -15.825 1.364 0.162 0.09
H -14.300 -0.551 0.733 0.12
H -13.085 0.755 0.447 0.11
H -13.447 0.856 -2.687 0.10
H -11.955 -0.139 -2.806 0.12
H -12.135 1.108 -1.523 0.10
H -11.707 -2.126 -1.372 0.13
H -12.395 -1.987 0.250 0.11
H -10.179 -0.106 -0.821 0.07
H -10.100 -1.177 0.566 0.09
H -11.063 0.237 0.675 0.07
H -13.522 -2.079 -2.764 0.14
H -14.796 -0.956 -2.577 0.12
H -15.347 -3.338 -2.046 0.14
H -15.836 -2.166 -0.882 0.12
H -15.389 -4.792 0.277 0.09
H -15.277 -3.383 1.379 0.09
H -13.977 -4.599 1.181 0.10
P -7.786 -1.153 7.889 0.16
F -8.532 0.220 8.303 -0.18
F -6.838 -0.240 6.968 -0.19
F -6.707 -1.074 9.134 -0.20
F -7.021 -2.480 7.308 -0.20
F -8.809 -2.056 8.776 -0.18
F -8.795 -1.275 6.600 -0.21
C -0.496 -7.751 2.652 -0.07
C -0.374 -9.199 3.146 -0.87
O 0.352 -9.983 2.506 -0.12
O -0.942 -9.416 4.188 -0.07
H 0.316 -7.072 2.908 0.04
H -1.413 -7.238 2.943 0.05
H -0.474 -7.788 1.563 0.04
C -2.221 -4.028 -4.936 -0.07
C -2.958 -3.711 -6.231 -0.84
O -2.308 -3.845 -7.311 -0.15
O -4.143 -3.411 -6.140 -0.09
H -1.258 -4.522 -5.063 0.04
H -2.830 -4.737 -4.374 0.06
H -1.981 -3.203 -4.265 0.05
C -0.928 -0.301 1.416 -0.07
C 0.533 -0.021 1.156 -0.83
O 0.860 1.099 0.694 -0.15
O 1.325 -0.914 1.572 -0.13
H -1.543 -0.025 0.559 0.05
H -1.162 0.336 2.269 0.06
H -1.241 -1.309 1.688 0.06
```

HOMO-LUMO gap = 2.8 eV
Max |F| = 3.5 eV/Å
E = -4305.7979 Ha
Charge = +2
E_HOMO = -6.169 eV